# 1
Here is C24H34HfN7O as an isolated structure at a distorted geometry from the OMol25 dataset. Energies are from the ωB97M-V functional and the def2-TZVPD basis.

Last column: Löwdin charge in e.
Positions of all 67 atoms, in Å:
Hf1 -0.3805 0.1604 -0.5823  1.797
C1 0.3008 2.5619 0.5405  -0.085
C2 -1.1167 2.3518 1.1028  -0.198
C3 -1.1108 1.6343 2.4294  -0.189
C4 -1.0229 2.3598 3.6062  -0.004
C5 -0.9237 1.6958 4.8213  -0.013
C6 -0.8869 0.3135 4.8565  0.007
C7 -0.9795 -0.4594 3.6977  -0.157
C8 -0.9120 -1.9638 3.8334  -0.201
C9 -2.1976 -2.5819 4.3863  -0.064
C10 -1.1265 0.2354 2.4961  -0.171
N1 -1.2604 -0.4573 1.2291  -0.092
C11 -2.0577 -1.5011 1.0522  -0.012
C12 -2.0463 -2.1471 -0.1895  -0.299
C13 -2.7410 -3.2322 -0.6929  0.061
C14 -2.2886 -3.4388 -2.0098  -0.003
C15 -1.3343 -2.4842 -2.2660  -0.076
N2 -1.1487 -1.6603 -1.1816  -0.135
H1 0.3411 3.0329 -0.4444  0.087
H2 0.9301 1.6461 0.5290  0.040
H3 0.8724 3.1735 1.2388  0.126
H4 -1.8092 1.8498 0.3951  0.079
H5 -1.5804 3.3358 1.1866  0.149
H6 -1.0364 3.4427 3.5841  0.134
H7 -0.8603 2.2596 5.7418  0.130
H8 -0.7743 -0.1902 5.8090  0.138
H9 -0.0857 -2.1882 4.5111  0.127
H10 -0.6380 -2.4385 2.8861  0.096
H11 -2.3777 -2.2548 5.4097  0.091
H12 -2.1373 -3.6687 4.3925  0.091
H13 -3.0809 -2.2866 3.8141  0.071
H14 -2.7121 -1.8274 1.8543  0.145
H15 -3.4815 -3.8129 -0.1630  0.143
H16 -2.6126 -4.2038 -2.6962  0.131
H17 -0.7724 -2.3291 -3.1748  0.130
N3 -1.2299 3.8740 -4.6812  0.199
C16 -1.7200 2.9621 -3.8381  -0.325
C17 -0.8988 2.2381 -2.9436  -0.036
N4 -1.4491 1.3253 -2.1376  -0.113
C18 -2.7738 1.0971 -2.1800  -0.107
C19 -3.5553 1.8357 -3.0602  -0.046
N5 -3.0438 2.7430 -3.8671  0.184
H18 -0.2537 4.1051 -4.7284  0.127
H19 -1.8690 4.3541 -5.2973  0.141
H20 0.1710 2.3934 -2.8830  0.116
H21 -3.1946 0.3298 -1.5402  0.116
H22 -4.6253 1.6708 -3.1063  0.140
C20 2.1049 -1.3009 0.9910  -0.021
N6 3.1043 -0.9064 0.0092  -0.101
C21 4.4840 -0.7617 0.5213  0.017
C22 2.7227 -0.4520 -1.1810  -0.386
O1 1.4743 0.0171 -1.2810  -0.197
N7 3.4718 -0.4381 -2.2594  -0.082
C23 4.6538 -1.3151 -2.4090  0.021
C24 3.2049 0.4357 -3.4102  0.025
H23 2.5501 -2.0013 1.6964  0.124
H24 1.2899 -1.8570 0.5166  0.087
H25 1.7359 -0.4480 1.5762  0.096
H26 4.4253 -0.2606 1.4865  0.112
H27 5.0699 -0.1451 -0.1503  0.097
H28 4.9557 -1.7342 0.6460  0.113
H29 4.6046 -2.1234 -1.6867  0.101
H30 5.5802 -0.7564 -2.2928  0.113
H31 4.6116 -1.7345 -3.4113  0.111
H32 2.1971 0.8316 -3.3657  0.070
H33 3.3196 -0.1538 -4.3164  0.110
H34 3.9304 1.2485 -3.4196  0.117

As for the largest force on an atom: 0.020 Eh/bohr. Its spin multiplicity is 1. The orbital gap comes out at 0.251 Ha. As for the net charge: +3.

# 2
Here is C42H70FN3O20S9 as an isolated structure from the OMol25 dataset. Energies are from the ωB97M-V functional and the def2-TZVPD basis.

Last column: Löwdin charge in e.
Positions of all 145 atoms, in Å:
O1 0.9320 -1.3175 2.4243  0.140
C1 1.2600 -0.6816 1.4684  -0.497
O2 2.5776 -0.5740 1.1511  0.083
C2 0.2700 -0.0620 0.5152  -0.036
C3 -0.2464 1.2906 0.9155  -0.131
C4 0.4974 2.3000 1.4489  0.038
C5 -0.0682 3.5665 1.7918  -0.114
C6 0.8088 4.6304 2.3711  -0.388
O3 0.5376 5.1865 3.3918  0.168
N1 2.0029 4.9722 1.6428  0.156
C7 1.8195 6.0530 0.7394  -0.505
O4 1.1303 6.0715 -0.2171  0.193
F1 2.5507 7.1078 1.0914  0.138
C8 -1.3951 3.8445 1.5909  0.080
C9 -2.1980 2.8058 1.0555  -0.314
N2 -3.5278 2.8667 0.8052  -0.204
S1 -3.9397 1.4317 0.2348  1.080
N3 -2.5360 0.6779 0.2267  -0.196
C10 -1.6360 1.5482 0.7257  -0.299
H1 2.8183 0.3269 0.9020  0.071
H2 0.7489 0.0229 -0.4647  0.138
H3 -0.5465 -0.7681 0.4004  0.111
H4 1.5540 2.1361 1.6370  0.117
H5 2.3606 4.1822 1.1126  0.107
H6 -1.8262 4.8043 1.8235  0.103
C11 -9.1259 -1.5899 0.8715  -0.216
C12 -8.5643 -2.7774 0.0761  -0.205
C13 -7.5160 -2.2242 -0.8966  -0.206
S2 -6.8559 -0.7434 -0.1242  0.643
O5 -7.2004 0.4029 -0.9288  -0.331
O6 -5.4896 -0.9818 0.2801  -0.402
C14 -7.9124 -0.7815 1.3185  -0.224
H7 -9.7181 -1.9177 1.7243  0.115
H8 -9.7661 -0.9782 0.2318  0.118
H9 -8.0897 -3.4843 0.7589  0.108
H10 -9.3476 -3.3111 -0.4598  0.114
H11 -6.6979 -2.9211 -1.0639  0.106
H12 -7.9536 -1.9253 -1.8473  0.104
H13 -8.1432 0.2388 1.6171  0.108
H14 -7.3645 -1.2935 2.1091  0.109
C15 -2.3399 -3.5717 3.5203  -0.212
C16 -2.4415 -2.6667 2.2853  -0.198
C17 -3.1249 -3.4779 1.1757  -0.204
S3 -4.1795 -4.6691 2.0080  0.676
O7 -3.6854 -6.0009 1.7435  -0.329
O8 -5.5658 -4.3268 1.7954  -0.333
C18 -3.7136 -4.2171 3.6774  -0.227
H15 -2.0598 -3.0120 4.4111  0.117
H16 -1.5829 -4.3420 3.3561  0.119
H17 -3.0459 -1.7883 2.5220  0.118
H18 -1.4623 -2.3129 1.9684  0.090
H19 -3.7334 -2.8490 0.5299  0.089
H20 -2.4050 -4.0290 0.5781  0.078
H21 -3.7156 -5.1074 4.3021  0.105
H22 -4.4500 -3.4998 4.0384  0.105
C19 7.1254 1.1055 -1.5893  -0.210
C20 5.9241 0.2820 -2.0675  -0.197
C21 4.9563 0.1584 -0.8863  -0.208
S4 5.2209 1.6251 0.1284  0.673
O9 5.7589 1.2257 1.4031  -0.305
O10 4.0466 2.4681 0.0541  -0.333
C22 6.5421 2.3125 -0.8590  -0.221
H23 7.7588 1.4161 -2.4184  0.118
H24 7.7326 0.5104 -0.9038  0.119
H25 5.4334 0.7979 -2.8953  0.119
H26 6.2240 -0.7018 -2.4231  0.120
H27 3.9165 0.1315 -1.2023  0.102
H28 5.1799 -0.7114 -0.2743  0.081
H29 7.2481 2.8151 -0.2022  0.111
H30 6.0988 3.0258 -1.5534  0.110
C23 5.5512 -2.3708 3.6317  -0.203
C24 6.8638 -3.1092 3.9380  -0.206
C25 7.2298 -3.9373 2.6981  -0.211
S5 6.5106 -3.0646 1.2985  0.655
O11 5.4923 -3.8969 0.7065  -0.319
O12 7.5661 -2.4937 0.4862  -0.350
C26 5.7310 -1.7690 2.2433  -0.246
H31 5.3356 -1.6013 4.3704  0.120
H32 4.7174 -3.0760 3.6266  0.122
H33 7.6520 -2.3809 4.1379  0.118
H34 6.7752 -3.7450 4.8172  0.114
H35 8.3046 -4.0179 2.5502  0.091
H36 6.7859 -4.9303 2.7240  0.106
H37 4.7936 -1.4898 1.7690  0.076
H38 6.4123 -0.9214 2.2591  0.093
C27 -5.5057 6.9354 -0.5781  -0.228
C28 -6.5884 6.1044 0.1275  -0.206
C29 -6.0179 5.6516 1.4774  -0.218
S6 -4.8199 6.9064 1.9501  0.672
O13 -3.5149 6.2937 1.9618  -0.328
O14 -5.2999 7.6412 3.0935  -0.326
C30 -4.9726 7.9015 0.4715  -0.221
H39 -5.8834 7.4734 -1.4434  0.063
H40 -4.7043 6.2760 -0.9207  0.125
H41 -7.4735 6.7237 0.2924  0.115
H42 -6.8939 5.2479 -0.4729  0.112
H43 -6.7734 5.5864 2.2565  0.100
H44 -5.4819 4.7065 1.3971  0.076
H45 -4.0028 8.3262 0.2242  0.111
H46 -5.6863 8.6969 0.6847  0.110
C31 10.4030 -5.7648 -1.0592  -0.218
C32 10.9830 -4.3478 -1.1538  -0.212
C33 11.4384 -3.9444 0.2538  -0.215
S7 11.8631 -5.4740 1.1005  0.661
O15 10.9387 -5.6737 2.1897  -0.328
O16 13.2867 -5.5314 1.3082  -0.324
C34 11.4054 -6.5714 -0.2389  -0.231
H47 10.2483 -6.2061 -2.0425  0.115
H48 9.4386 -5.7369 -0.5475  0.117
H49 11.8385 -4.3489 -1.8324  0.116
H50 10.2541 -3.6390 -1.5431  0.113
H51 12.3125 -3.2991 0.2359  0.102
H52 10.6341 -3.4653 0.8098  0.094
H53 10.9975 -7.4890 0.1781  0.107
H54 12.3091 -6.7855 -0.8084  0.106
C35 -5.3799 8.9301 -6.4525  -0.220
C36 -6.8101 8.6185 -5.9912  -0.212
C37 -6.7055 7.7660 -4.7200  -0.215
S8 -5.1510 8.2252 -3.9371  0.667
O17 -4.2726 7.0856 -3.9470  -0.306
O18 -5.4214 8.9647 -2.7272  -0.334
C38 -4.6267 9.3767 -5.2036  -0.227
H55 -5.3613 9.6991 -7.2229  0.115
H56 -4.9174 8.0305 -6.8635  0.120
H57 -7.3328 9.5505 -5.7686  0.117
H58 -7.3789 8.1001 -6.7612  0.114
H59 -7.5157 7.9577 -4.0211  0.103
H60 -6.6528 6.7029 -4.9460  0.106
H61 -3.5447 9.3289 -5.2998  0.109
H62 -4.9339 10.3726 -4.8865  0.108
C39 -0.8013 -8.0911 -2.3083  -0.221
C40 -0.9656 -8.0304 -0.7829  -0.207
C41 -1.1574 -6.5584 -0.3983  -0.220
S9 -1.9141 -5.7675 -1.8240  0.654
O19 -0.9898 -4.7988 -2.3601  -0.322
O20 -3.2759 -5.4140 -1.5139  -0.322
C42 -1.9094 -7.2131 -2.8809  -0.231
H63 -0.8695 -9.1110 -2.6839  0.113
H64 0.1743 -7.6916 -2.5935  0.118
H65 -1.8461 -8.6039 -0.4874  0.119
H66 -0.1075 -8.4584 -0.2670  0.114
H67 -1.8197 -6.4353 0.4567  0.069
H68 -0.2071 -6.0587 -0.2158  0.108
H69 -1.7398 -6.9023 -3.9090  0.106
H70 -2.8846 -7.6891 -2.7854  0.108

As for the largest force on an atom: 0.015 Eh/bohr. Its spin multiplicity is 1. The orbital gap comes out at 0.312 Ha.

# 3
Here is a 2-piece molecular cluster, C4H6N2O overall at a distorted geometry from the OMol25 dataset. Energies are from the ωB97M-V functional and the def2-TZVPD basis.

Last column: Löwdin charge in e.
Positions of all 13 atoms, in Å:
C1 -2.3878 0.1739 0.2448  -0.097
C2 -1.0668 -0.5575 -0.0097  -0.124
C3 -0.2141 0.4184 -0.1047  -0.279
O1 0.3161 1.4694 -0.1198  0.125
H1 -2.6238 0.8398 -0.5939  0.081
H2 -3.1684 -0.5690 0.3551  0.072
H3 -2.3468 0.7939 1.1488  0.083
H4 -0.9412 -1.5672 -0.3792  0.096
N1 1.7050 -1.8130 -0.7534  0.145
C4 2.2506 -0.8431 -0.4148  -0.376
N2 2.8590 0.3059 -0.0732  0.103
H5 2.2147 1.0933 -0.0768  0.065
H6 3.4036 0.2551 0.7766  0.105

As for the largest force on an atom: 0.023 Eh/bohr. As for the SMILES: CC=C=O.N#CN. Its spin multiplicity is 1. The orbital gap comes out at 0.355 Ha.

# 4
Here is a 2-piece molecular cluster, C9H11NO4 overall at a distorted geometry from the OMol25 dataset. Energies are from the ωB97M-V functional and the def2-TZVPD basis.

Last column: Löwdin charge in e.
Positions of all 25 atoms, in Å:
N1 1.2079 0.7027 1.2107  -0.329
O1 1.8414 1.1758 0.2491  -0.172
O2 0.4822 1.3648 1.9662  -0.149
C1 -5.6751 2.4710 -1.6043  -0.054
O3 -4.4970 1.9315 -2.2239  -0.074
C2 -3.2651 2.3646 -1.8506  -0.226
C3 -2.1778 1.7468 -2.5324  0.023
C4 -0.8941 2.0928 -2.1972  -0.003
C5 -0.6455 3.0286 -1.1738  -0.184
C6 0.7240 3.2556 -0.8759  -0.048
O4 1.0466 4.0992 0.0382  -0.051
C7 2.3674 4.6109 0.2877  0.002
C8 -1.7272 3.6778 -0.5250  0.025
C9 -3.0210 3.3449 -0.8506  0.007
H1 -6.5171 1.9535 -2.0710  0.096
H2 -5.6728 2.2728 -0.5267  0.099
H3 -5.7536 3.5475 -1.7945  0.097
H4 -2.3682 1.0027 -3.3044  0.127
H5 -0.0285 1.6703 -2.6900  0.127
H6 1.4869 2.7236 -1.4607  0.143
H7 2.2356 5.3862 1.0460  0.101
H8 3.0099 3.8226 0.6914  0.102
H9 2.8155 5.0585 -0.6051  0.101
H10 -1.5083 4.4339 0.2241  0.130
H11 -3.8658 3.8199 -0.3486  0.112

As for the largest force on an atom: 0.050 Eh/bohr. Its spin multiplicity is 1. The orbital gap comes out at 0.193 Ha.